# 1
The following is a DFT calculation (ωB97M-V/def2-TZVPD) of C36H43BN20PTi as an isolated structure.

Structure (XYZ):
```
102
Properties=species:S:1:pos:R:3:forces:R:3:lowdin_charge:R:1
Ti -0.32078 -0.31868 -0.08091 0.023 0.098 0.618 1.071
C -3.12691 -3.73563 3.50061 -0.001 -0.003 0.006 0.000
N -2.03067 -2.96543 2.91656 -0.003 0.003 -0.002 -0.101
C -0.76454 -2.89000 3.42663 0.010 0.013 0.012 -0.011
C -0.08071 -2.01777 2.63156 0.004 -0.004 0.002 -0.119
N -0.90399 -1.57695 1.63818 -0.016 0.019 0.024 -0.036
C -2.08624 -2.15332 1.83529 -0.019 -0.012 -0.010 -0.472
P -3.62428 -1.79272 0.92255 -0.006 0.006 0.012 1.210
C -3.00421 -1.93033 -0.78012 0.008 -0.006 0.002 -0.449
N -1.93058 -1.33053 -1.28331 -0.011 -0.016 -0.129 -0.034
C -1.87453 -1.68743 -2.60590 -0.012 0.027 0.026 -0.104
C -2.93070 -2.49643 -2.89825 0.001 -0.005 -0.013 -0.013
N -3.63630 -2.64810 -1.73917 -0.002 -0.002 0.006 -0.106
C -4.87779 -3.40670 -1.60241 0.000 -0.001 -0.002 -0.005
C -3.45200 0.00489 1.05100 0.023 -0.010 -0.010 -0.464
N -2.33421 0.65797 0.76846 -0.016 -0.012 -0.072 0.004
C -2.56504 1.96382 1.10450 -0.007 -0.021 0.075 -0.126
C -3.83484 2.09018 1.58438 0.028 0.005 0.042 -0.010
N -4.39094 0.84120 1.54721 -0.013 -0.009 -0.015 -0.100
C -5.73407 0.49263 2.00056 -0.001 0.002 0.006 -0.002
H -2.70431 -4.48909 4.15876 0.001 -0.003 -0.004 0.102
H -3.69634 -4.23010 2.71813 -0.002 0.005 -0.001 0.084
H -3.78392 -3.08698 4.07672 0.003 0.001 0.002 0.101
H -0.46945 -3.43760 4.30501 -0.006 -0.002 0.001 0.140
H 0.92439 -1.65176 2.73197 0.012 -0.002 -0.009 0.110
H -1.07294 -1.36336 -3.24467 -0.011 -0.003 -0.007 0.101
H -3.23205 -2.96930 -3.81686 -0.005 -0.002 0.002 0.137
H -4.99074 -4.03704 -2.47941 0.002 -0.002 0.002 0.101
H -5.73098 -2.73480 -1.53472 0.000 0.001 -0.002 0.101
H -4.83852 -4.03817 -0.71862 0.001 0.003 0.002 0.084
H -1.81945 2.73102 0.99055 -0.003 -0.004 0.001 0.125
H -4.37845 2.94687 1.94347 -0.002 0.000 0.001 0.139
H -6.29281 1.41117 2.15331 -0.001 0.000 -0.004 0.101
H -5.69226 -0.05615 2.93958 0.002 0.003 0.002 0.097
H -6.24292 -0.10542 1.24854 0.002 -0.003 0.001 0.089
C 2.82434 -2.56998 1.28630 -0.006 0.006 0.026 -0.020
C 2.90928 -1.16454 0.77982 -0.004 -0.027 -0.015 -0.315
C 4.12798 -0.50929 0.58224 0.016 -0.004 -0.005 0.008
C 3.79636 0.74934 0.16150 -0.017 -0.005 -0.053 -0.035
N 2.45255 0.84720 0.10402 0.003 0.000 0.055 0.048
N 1.89048 -0.34363 0.48014 -0.046 -0.057 -0.144 0.013
B 1.73056 2.22816 0.23017 0.006 -0.007 -0.005 -0.666
N 0.97892 2.23321 1.57766 -0.051 -0.055 -0.024 0.028
C 0.85776 3.21811 2.48093 0.037 0.011 0.008 -0.046
C 0.00430 2.79037 3.46917 0.012 -0.005 0.015 -0.002
C -0.39100 1.50787 3.07656 0.005 -0.028 -0.045 -0.334
C -1.32224 0.64274 3.86283 -0.004 0.006 0.000 -0.013
N 0.18474 1.17850 1.91038 -0.055 0.038 -0.056 0.064
N 0.64370 2.49376 -0.85051 0.078 0.018 -0.120 0.042
C 0.38371 3.67816 -1.41983 -0.043 0.043 0.006 -0.028
C -0.90381 3.65733 -1.90819 -0.045 -0.014 0.032 0.005
C -1.39684 2.39488 -1.58366 0.024 -0.072 -0.107 -0.369
C -2.75005 1.87204 -1.94641 0.001 0.001 -0.092 -0.016
N -0.45015 1.68842 -0.94198 -0.033 0.058 0.151 -0.024
N 2.79049 3.30176 0.15795 0.001 -0.014 0.019 -0.032
C 3.67210 3.70392 1.11432 -0.019 0.031 -0.015 -0.086
C 4.69933 4.35878 0.49475 0.007 -0.020 0.000 -0.005
C 4.39031 4.29277 -0.88457 0.008 -0.009 -0.017 -0.344
C 5.17324 4.83862 -2.03279 0.005 -0.012 -0.001 -0.028
N 3.25821 3.64096 -1.07923 0.034 0.038 0.011 0.113
H 3.06991 -2.58699 2.35072 0.003 -0.007 -0.001 0.098
H 3.57284 -3.17930 0.78069 -0.004 -0.003 -0.001 0.097
H 1.85517 -3.03663 1.15880 0.017 0.018 0.017 0.042
H 5.11286 -0.91792 0.72915 -0.002 0.002 0.005 0.121
H 4.42502 1.58661 -0.09068 0.001 -0.003 -0.002 0.123
H 1.37427 4.15438 2.36179 0.033 0.006 -0.008 0.127
H -0.29145 3.31988 4.35838 0.004 0.003 0.000 0.115
H -1.86250 1.26209 4.57726 0.001 0.001 -0.004 0.092
H -0.77635 -0.11011 4.43123 0.005 -0.006 0.004 0.081
H -2.04844 0.13413 3.23241 -0.006 -0.009 -0.006 0.049
H 1.13427 4.44804 -1.44153 -0.012 -0.018 -0.002 0.123
H -1.41963 4.44131 -2.43561 0.004 0.002 -0.005 0.119
H -3.51272 2.28116 -1.28121 0.020 0.009 -0.034 0.084
H -2.80169 0.78965 -1.88953 -0.006 -0.011 -0.010 0.049
H -3.00834 2.18576 -2.95890 0.003 -0.004 -0.007 0.097
H 3.52571 3.47802 2.15668 -0.031 0.003 0.028 0.123
H 5.54909 4.83107 0.95728 -0.003 -0.004 0.011 0.111
H 5.58739 5.81636 -1.79141 -0.011 0.009 -0.006 0.082
H 4.53974 4.93333 -2.91254 -0.001 -0.012 0.001 0.077
H 6.01014 4.18307 -2.28051 0.005 0.009 0.010 0.078
N 0.24981 1.19645 -3.74705 -0.031 -0.012 0.020 0.217
C 1.22790 0.52017 -3.14162 0.048 -0.056 -0.024 -0.421
N 2.46312 0.77923 -3.54896 -0.003 -0.008 0.018 0.205
C 3.38974 -0.07856 -3.14562 -0.001 -0.005 -0.025 -0.426
N 4.66848 0.19711 -3.38497 0.002 0.013 0.018 0.209
N 3.11009 -1.26520 -2.54167 0.004 0.011 0.012 0.211
C 1.88547 -1.35249 -2.10558 0.005 -0.026 -0.036 -0.316
N 0.89944 -0.44367 -2.22714 0.041 0.112 -0.114 0.103
C 1.46027 -2.62974 -1.48826 -0.007 0.009 0.014 -0.218
C 2.10298 -3.81199 -1.81659 -0.009 -0.011 0.012 0.023
C 1.59167 -5.00023 -1.32694 0.006 0.009 -0.014 -0.012
C 0.45330 -4.95195 -0.53776 -0.011 -0.002 -0.006 -0.019
C -0.10359 -3.72118 -0.24289 -0.020 -0.007 -0.007 -0.121
N 0.39113 -2.56439 -0.69077 0.055 -0.015 -0.068 0.051
H 0.50665 1.95828 -4.35163 -0.001 0.007 0.006 0.132
H -0.70204 1.09561 -3.45305 -0.021 0.027 0.018 0.082
H 4.90684 1.04842 -3.86366 0.011 -0.009 -0.004 0.121
H 5.37663 -0.47475 -3.14858 0.002 0.001 -0.001 0.120
H 2.97504 -3.77156 -2.45285 0.000 -0.007 0.000 0.126
H 2.06138 -5.94487 -1.56563 0.003 0.001 -0.001 0.125
H 0.00206 -5.85278 -0.14636 -0.002 0.002 0.004 0.118
H -0.98188 -3.66523 0.38433 0.010 0.000 0.000 0.097
```
Forces are in eV/Å.

- F_max (eV/A) = 0.63
- lowest unoccupied orbital energy (spin up / spin down) (Ha) = -0.1806 / -0.1793
- frontier orbital gap (spin up / spin down) (Ha) = 0.298 / 0.299
- energy above the lowest of the compared OMol25 structures with the same formula, charge and spin (kcal per mole) = 2.1
- <S²> = 0.75
- total energy (eV) = -100909.8147
- charge = +2
- spin multiplicity = 2
- HOMO level (spin up / spin down) (eV) = -13.02 / -13.02

***

# 2
The following is a DFT calculation (ωB97M-V/def2-TZVPD) of C36H43Br2CrF3N4O3S2Si4Te as an isolated structure.

Structure (XYZ):
```
99
Properties=species:S:1:pos:R:3:forces:R:3:lowdin_charge:R:1
Cr 0.95023 0.66912 0.49486 0.680 0.006 -0.262 0.379
Br 2.83521 -0.81245 4.90760 -0.002 0.003 -0.006 0.712
C 3.66177 -0.79643 3.19971 -0.015 0.008 -0.012 -0.628
C 4.93897 -1.32246 3.05700 0.002 -0.001 -0.014 -0.220
C 5.55119 -1.27796 1.81947 -0.033 0.011 -0.011 -0.639
Br 7.29634 -2.05775 1.66632 0.003 -0.001 -0.001 0.682
C 4.95125 -0.69517 0.68610 -0.019 -0.029 -0.006 -0.230
C 5.52745 -0.56981 -0.60866 -0.006 0.021 0.020 -0.103
C 4.75621 0.04652 -1.61496 -0.021 -0.010 -0.010 -0.118
C 3.49096 0.50646 -1.35541 -0.008 -0.053 0.009 -0.150
N 2.91305 0.41142 -0.12822 0.058 0.040 0.023 -0.010
C 3.64687 -0.18091 0.87936 -0.017 -0.003 -0.010 -0.162
C 2.97554 -0.23367 2.12277 -0.015 -0.059 -0.012 -0.413
O 1.75798 0.25644 2.19886 -0.079 0.004 0.054 -0.265
H 5.43813 -1.77245 3.90347 0.003 0.001 0.005 0.080
H 6.51383 -0.96107 -0.81104 0.001 -0.011 -0.006 0.049
H 5.15338 0.16300 -2.61655 0.005 0.001 0.002 0.084
H 2.89588 0.96550 -2.13485 0.001 0.018 -0.001 0.089
C -5.06386 -1.02271 -2.12843 -0.024 -0.013 0.003 -0.219
Si -3.38705 -0.98764 -1.24594 -0.032 0.060 -0.013 0.332
C -2.06273 -0.86200 -2.56882 0.005 -0.057 -0.032 -0.209
C -3.14106 -2.63108 -0.37371 0.061 0.004 0.014 -0.209
Si -3.36029 0.80775 0.24763 -0.043 0.045 -0.083 -0.003
Te -1.38520 1.13993 1.69285 -0.490 -0.084 0.384 0.603
Si -5.08229 0.48097 1.80793 0.105 0.024 -0.015 0.302
C -6.83131 0.26951 1.11257 -0.033 -0.028 0.012 -0.224
C -5.14609 1.97085 2.95878 -0.031 0.017 0.015 -0.234
C -4.73345 -1.04762 2.85262 -0.006 0.021 0.046 -0.229
Si -3.78436 2.80583 -0.90995 -0.016 -0.027 0.018 0.323
C -3.18784 4.26402 0.11057 -0.003 0.018 -0.014 -0.230
C -5.62327 3.09455 -1.26906 -0.024 -0.002 0.004 -0.232
C -2.90623 2.87047 -2.57536 0.006 0.027 0.032 -0.212
H -5.10864 -1.87224 -2.81778 -0.006 0.014 -0.004 0.021
H -5.22770 -0.10937 -2.70718 0.013 -0.004 0.007 0.013
H -5.88943 -1.11784 -1.41899 0.022 0.000 -0.030 0.001
H -2.16695 -1.69927 -3.26784 0.024 0.025 -0.009 0.032
H -1.08182 -0.93643 -2.09615 0.063 0.011 0.008 0.004
H -2.11629 0.07132 -3.13291 -0.037 -0.013 0.027 0.005
H -3.12244 -3.44580 -1.10458 0.025 -0.015 0.026 0.030
H -3.92029 -2.84137 0.36051 -0.027 0.016 0.008 0.010
H -2.17777 -2.60538 0.14325 -0.014 -0.019 -0.006 0.014
H -7.13111 1.10336 0.47543 0.019 0.014 -0.007 0.006
H -7.53422 0.21420 1.95127 -0.017 -0.005 -0.034 0.021
H -6.93429 -0.64945 0.53073 0.019 0.010 0.027 0.006
H -5.48869 2.86606 2.43202 0.003 -0.014 -0.002 0.015
H -4.15490 2.18140 3.36553 0.001 -0.013 0.000 0.010
H -5.83361 1.77839 3.78920 0.012 0.032 -0.002 0.020
H -4.95711 -1.96380 2.30207 0.018 -0.010 -0.015 0.008
H -5.34712 -1.04041 3.75933 -0.001 -0.006 -0.012 0.021
H -3.68198 -1.07388 3.14710 -0.012 0.006 -0.013 0.014
H -3.64901 4.28004 1.10097 -0.012 -0.010 -0.014 0.019
H -3.42444 5.20247 -0.40236 0.025 0.003 0.026 0.025
H -2.10880 4.20454 0.26637 0.000 0.005 -0.006 0.014
H -6.20203 3.16412 -0.34482 0.004 0.002 0.007 0.007
H -6.05355 2.29143 -1.87330 0.008 -0.001 0.012 0.013
H -5.74903 4.03626 -1.81390 -0.012 -0.021 -0.006 0.019
H -1.83896 2.66141 -2.46795 -0.130 0.042 -0.002 -0.003
H -3.01024 3.87152 -3.00714 0.008 -0.013 -0.021 0.029
H -3.32547 2.14998 -3.28300 0.002 -0.005 0.011 0.019
N 7.34750 1.45431 2.01183 -0.003 0.011 0.013 0.095
C 6.11371 2.09916 1.86009 0.025 0.024 -0.005 -0.326
C 5.76620 2.65844 0.62721 0.003 0.004 0.013 -0.035
C 4.54867 3.28353 0.46428 0.026 0.006 -0.001 -0.058
C 3.66718 3.36931 1.53590 0.018 -0.001 -0.019 -0.288
C 4.00172 2.82729 2.76596 0.005 -0.011 0.003 -0.046
C 5.22877 2.20678 2.93019 -0.009 0.018 0.015 -0.030
S 2.06998 4.04799 1.26724 0.064 -0.021 -0.056 0.580
O 1.46227 4.25103 2.54966 -0.026 0.018 0.011 -0.297
O 2.20453 5.17989 0.36979 -0.011 -0.024 -0.002 -0.371
N 1.30701 2.86331 0.48943 -0.145 0.126 -0.085 -0.188
C 1.06077 2.87993 -0.82028 0.031 -0.078 0.047 -0.722
S 1.35619 4.07551 -2.05716 -0.049 0.023 0.021 1.041
C 0.80822 2.93317 -3.24934 0.065 -0.047 -0.021 -0.417
C 0.44561 1.77147 -2.66900 0.021 0.045 0.027 -0.277
N 0.55688 1.74774 -1.30339 0.097 -0.106 -0.034 -0.062
H 7.64394 1.00958 1.15224 -0.006 0.000 0.005 0.061
H 7.31331 0.74771 2.73484 0.009 0.014 -0.016 0.053
H 6.43970 2.55427 -0.21520 0.005 -0.008 0.010 0.111
H 4.26645 3.68758 -0.50020 -0.011 0.007 0.010 0.109
H 3.28385 2.86422 3.57480 0.006 0.001 -0.006 0.119
H 5.47707 1.74861 3.88090 0.009 0.000 -0.012 0.114
H 0.76911 3.18480 -4.29617 0.004 0.011 0.020 0.054
H 0.07238 0.89952 -3.18308 -0.001 -0.022 0.015 0.102
F 1.07315 -8.05222 -3.25978 -0.007 -0.010 -0.009 0.115
C 1.07711 -7.91754 -1.91271 -0.012 0.029 0.000 -0.577
F 0.08358 -8.70220 -1.44621 0.011 -0.001 -0.007 0.115
F 2.23348 -8.48774 -1.49643 0.016 -0.022 0.011 0.120
C 0.94770 -6.49507 -1.48221 -0.013 -0.052 0.004 -0.153
C 1.72293 -5.52499 -2.10997 0.015 0.048 0.001 -0.023
C 1.63725 -4.20637 -1.71018 0.004 -0.036 -0.017 -0.011
C 0.77281 -3.82420 -0.67291 -0.010 0.070 0.025 -0.236
C 0.01167 -4.81588 -0.04443 0.001 -0.038 -0.008 -0.021
C 0.09729 -6.13858 -0.44501 -0.008 0.048 0.014 -0.020
C 0.68218 -2.45421 -0.28820 -0.060 -0.044 -0.133 -0.114
C 0.64608 -1.26551 -0.02646 -0.061 0.043 0.056 -0.066
H 2.39352 -5.80416 -2.91329 -0.005 -0.008 0.001 0.117
H 2.24021 -3.44453 -2.18635 -0.006 0.000 0.003 0.119
H -0.65071 -4.53279 0.76214 -0.004 0.010 -0.003 0.114
H -0.50253 -6.89163 0.04806 0.002 -0.008 -0.005 0.112
```
Forces are in eV/Å.

- F_max (eV/A) = 0.73
- lowest unoccupied orbital energy (spin up / spin down) (Ha) = 0.1442 / 0.1438
- frontier orbital gap (spin up / spin down) (Ha) = 0.153 / 0.226
- energy above the lowest of the compared OMol25 structures with the same formula, charge and spin (kcal per mole) = 1.5
- <S²> = 6.06
- total energy (eV) = -287273.6775
- charge = -2
- spin multiplicity = 5
- HOMO level (spin up / spin down) (eV) = -0.25 / -2.22